2 unconnected molecules or ions with the total composition C2H2Cl2. Source: the OMol25 dataset; level of theory: ωB97M-V/def2-TZVPD.

Geometry as XYZ:
```
6
C2H2Cl2 (ωB97M-V/def2-TZVPD)
C -1.34 -0.01 -0.36
C 0.89 -0.04 -0.14
Cl 1.87 -1.35 0.11
Cl 1.56 1.48 0.09
H -1.50 0.89 0.19
H -1.48 -0.97 0.10
```

As for the multiplicity: 3. As for the expectation value of S²: 2.01. The value obtained for the energy relative to the best compared isomer or geometry (same formula, charge and spin) is 2.350 eV.

Here are the Löwdin charges for atoms 1 to 5, given in e: number 1, C, carries 0.195; number 2, C, carries -1.236; number 3, Cl, carries 0.560; number 4, Cl, carries 0.535; number 5, H, carries -0.027

2 unconnected molecules or ions with the total composition C10H13N3. Source: the OMol25 dataset; level of theory: ωB97M-V/def2-TZVPD.

Geometry as XYZ:
```
26
C10H13N3 (ωB97M-V/def2-TZVPD)
C -3.34 0.15 0.78
C -2.11 -0.45 1.18
C -3.30 0.39 -0.58
C -1.39 -0.68 0.00
C 2.74 1.17 0.19
C 1.53 1.56 1.05
C 2.21 0.84 -1.04
C 0.42 1.75 0.08
C 0.80 1.16 -1.02
C 1.59 -2.53 -0.09
N -2.07 -0.03 -1.00
N 0.30 -2.08 0.35
N -0.19 -1.19 -0.36
H -4.21 0.49 1.33
H -1.75 -0.86 2.17
H -3.96 0.71 -1.23
H 3.67 1.12 0.81
H 1.63 2.41 1.72
H 2.44 0.25 -1.95
H -0.58 2.18 0.33
H 0.21 1.11 -1.93
H 1.89 -3.31 0.63
H 1.56 -2.98 -1.06
H 2.31 -1.69 -0.07
H -1.82 -0.04 -1.96
H 1.43 0.56 1.69
```

As for the multiplicity: 3. As for the expectation value of S²: 2.02. The value obtained for the energy relative to the best compared isomer or geometry (same formula, charge and spin) is 0.000 eV.

Here are the Löwdin charges for atoms 1 to 5, given in e: number 1, C, carries -0.101; number 2, C, carries -0.043; number 3, C, carries -0.107; number 4, C, carries -0.367; number 5, C, carries -0.081

A gas-phase ion, C4H6NO3 (charge -1). Source: the OMol25 dataset; level of theory: ωB97M-V/def2-TZVPD.

Geometry as XYZ:
```
14
C4H6NO3 (ωB97M-V/def2-TZVPD)
C -1.64 -0.22 -1.21
N -0.22 -0.38 -1.06
C 0.09 -1.39 -0.13
O -0.66 -2.33 0.08
C 0.44 0.89 -0.74
C 0.70 1.08 0.79
O 0.10 0.25 1.53
O 1.50 1.97 1.12
H -1.93 0.56 -1.94
H -2.07 -1.17 -1.50
H -2.17 0.18 -0.33
H 1.15 -1.43 0.14
H 1.45 0.98 -1.14
H -0.22 1.73 -0.96
```

As for the multiplicity: 1. The structure (SMILES) is CN(C=O)CC(=O)[O-]. The value obtained for the energy relative to the best compared isomer or geometry (same formula, charge and spin) is 1.031 eV. Its total charge is -1.

Here are the Löwdin charges for atoms 1 to 5, given in e: number 1, C, carries -0.108; number 2, N, carries -0.141; number 3, C, carries -0.368; number 4, O, carries -0.014; number 5, C, carries -0.114